264
Properties=species:S:1:pos:R:3:lowdin_charge:R:1 method="wB97M-V/def2-TZVPD" homo_lumo_gap_ev=9.30 e_above_lowest_kcal_mol=112.8 lumo_energy_ev=0.2356 e_tot_ha=-6440.6632
C -4.73180 3.85707 1.65902 -0.078
C -4.31049 2.42205 1.94197 -0.151
O -3.67810 2.50709 3.18645 0.032
C -3.57046 3.81271 3.65043 -0.449
O -3.01636 4.10283 4.72160 0.107
O -4.06273 4.63055 2.67700 0.069
H -5.81857 3.88139 1.73932 0.124
H -4.38813 4.16668 0.67204 0.121
H -3.56047 2.11343 1.21374 0.104
H -5.06941 1.63973 1.93084 0.112
C 7.20272 -1.01808 1.83923 -0.115
C 8.46953 -1.69234 1.51058 -0.154
O 8.09261 -2.48538 0.46794 0.106
C 6.93675 -2.12557 -0.05931 -0.592
O 6.44310 -2.50288 -1.12258 0.125
O 6.46710 -1.11904 0.62808 0.054
H 7.23662 0.04685 2.06915 0.122
H 6.73982 -1.56731 2.65909 0.138
H 8.88800 -2.24759 2.35004 0.144
H 9.25139 -1.00620 1.18498 0.139
C -6.08054 -2.64002 -1.31663 -0.128
C -5.61747 -1.98381 -0.03841 -0.134
O -4.67168 -2.88623 0.45638 0.039
C -4.81347 -4.08061 -0.13953 -0.578
O -4.19737 -5.05693 0.10840 0.173
O -5.75449 -3.98294 -1.10457 0.064
H -5.54000 -2.16047 -2.13269 0.131
H -7.16006 -2.49881 -1.36950 0.139
H -6.41147 -1.90207 0.70387 0.126
H -5.11488 -1.04757 -0.28125 0.132
C 3.84026 -3.73736 -2.91164 -0.159
C 2.96548 -4.93730 -2.86038 -0.097
O 1.82436 -4.35811 -2.26665 0.086
C 2.09397 -3.28014 -1.66131 -0.602
O 1.38042 -2.76116 -0.82494 0.124
O 3.27771 -2.80537 -2.08605 0.074
H 3.68749 -3.27598 -3.88728 0.139
H 4.87907 -4.03630 -2.77156 0.138
H 3.28011 -5.81747 -2.29967 0.128
H 2.71966 -5.30229 -3.85761 0.138
C -2.22351 2.98728 -1.26183 -0.145
C -1.28397 3.34306 -2.44892 -0.060
O -1.84635 4.57351 -2.99501 0.040
C -3.07345 4.71275 -2.47445 -0.507
O -3.79239 5.69587 -2.79225 0.081
O -3.33081 3.76072 -1.54256 0.049
H -1.84122 3.33442 -0.30191 0.110
H -2.21495 1.89772 -1.29184 0.125
H -1.30521 2.61279 -3.25784 0.124
H -0.30100 3.61989 -2.06782 0.112
C 7.99435 2.43518 -2.08685 -0.116
C 7.81376 1.37572 -0.95548 -0.080
O 8.45643 0.26194 -1.63019 0.023
C 9.39726 0.73174 -2.53764 -0.500
O 10.37030 0.13632 -3.00077 0.129
O 9.20136 2.04247 -2.68086 0.068
H 8.04361 3.42939 -1.64276 0.134
H 7.19834 2.42852 -2.83144 0.112
H 6.79705 1.05725 -0.72533 0.110
H 8.34023 1.67556 -0.04937 0.131
C 4.16739 2.51484 3.72863 -0.152
C 5.33171 1.60261 3.36293 -0.098
O 5.75811 2.12001 2.09212 0.026
C 5.06901 3.25669 1.78550 -0.479
O 5.41963 3.99085 0.86552 0.112
O 4.26520 3.56812 2.86400 0.055
H 4.34915 2.87961 4.73958 0.144
H 3.23186 1.95593 3.70595 0.129
H 5.02149 0.56513 3.23835 0.120
H 6.11757 1.50811 4.11232 0.133
C 2.90436 6.89195 0.16022 -0.116
C 2.59827 5.86701 1.23323 -0.121
O 1.20576 5.80759 1.03660 0.042
C 0.89903 6.14575 -0.25312 -0.535
O -0.15624 5.87794 -0.81642 0.136
O 1.88478 6.80391 -0.81865 0.109
H 3.85103 6.60866 -0.29985 0.128
H 3.04308 7.90283 0.54361 0.127
H 2.92513 6.30787 2.17499 0.128
H 3.17158 4.94879 1.10565 0.088
C 4.20888 -3.40324 1.77905 -0.098
O 3.63001 -2.69674 2.86688 -0.178
C 2.26514 -2.23938 2.64049 -0.128
C 1.66011 -1.91113 4.04263 -0.216
O 2.27514 -0.84182 4.66668 -0.104
C 1.42116 -0.38698 5.68199 -0.198
C 1.24794 -1.32928 6.88572 -0.201
O 2.50295 -1.58320 7.49295 -0.167
C 2.50990 -2.63625 8.43794 -0.108
H 3.80155 -4.40114 1.61664 0.089
H 5.29802 -3.40662 1.73581 0.077
H 3.92956 -2.90365 0.85142 0.068
H 1.65941 -3.07598 2.29221 0.113
H 2.22761 -1.37707 1.97482 0.099
H 1.73366 -2.81375 4.64923 0.128
H 0.58269 -1.83056 3.89850 0.117
H 0.50502 0.02223 5.25616 0.120
H 1.89611 0.54176 5.99817 0.121
H 0.61060 -2.16976 6.61098 0.118
H 0.66091 -0.82637 7.65421 0.122
H 1.65977 -2.62289 9.11999 0.082
H 3.37870 -2.54607 9.08999 0.086
H 2.50788 -3.60967 7.94748 0.087
C -0.07322 3.48403 7.09521 -0.074
O 1.07111 3.61288 6.21457 -0.203
C 0.70267 3.88612 4.88539 -0.182
C 0.05205 5.28972 4.59189 -0.208
O 0.90998 6.35004 4.75313 -0.131
C 0.48946 7.60724 4.20340 -0.152
C 1.60511 8.63137 4.31192 -0.170
O 2.47989 8.53662 3.15348 -0.198
C 3.75851 9.14514 3.47427 -0.096
H -0.59432 2.56085 6.84165 0.080
H -0.68846 4.37800 7.19708 0.088
H 0.35494 3.16889 8.04677 0.082
H 0.20273 2.96602 4.58278 0.114
H 1.65016 3.84162 4.34837 0.100
H -0.75401 5.47429 5.30203 0.103
H -0.48379 5.27391 3.64283 0.120
H -0.38932 7.89164 4.78216 0.127
H 0.11555 7.43810 3.19361 0.125
H 2.16142 8.62897 5.24927 0.120
H 1.15659 9.62093 4.39970 0.120
H 3.65332 10.22988 3.45473 0.082
H 4.55734 9.19180 2.73414 0.079
H 4.13145 8.75947 4.42310 0.088
C -5.64811 -2.16867 7.46952 -0.100
O -4.63029 -2.81762 6.69527 -0.195
C -3.59715 -1.88935 6.25323 -0.163
C -3.93916 -1.26218 4.90588 -0.173
O -5.23361 -0.60645 5.05284 -0.140
C -6.15775 -1.34363 4.12661 -0.131
C -7.57995 -0.76357 4.35043 -0.207
O -7.55879 0.63124 4.34987 -0.170
C -7.58732 1.21058 3.06733 -0.106
H -6.35817 -2.97281 7.66257 0.088
H -6.21931 -1.35717 7.01862 0.073
H -5.22442 -1.83470 8.41664 0.085
H -2.73274 -2.53121 6.08318 0.113
H -3.37101 -1.19610 7.06338 0.124
H -3.92650 -1.93193 4.04602 0.085
H -3.19127 -0.52477 4.61435 0.117
H -6.17074 -2.40789 4.36171 0.123
H -5.94436 -1.26544 3.06057 0.097
H -7.97370 -1.00673 5.33731 0.122
H -8.31678 -1.10365 3.62275 0.121
H -7.24808 0.65913 2.19045 0.074
H -7.05595 2.16228 3.06968 0.081
H -8.65702 1.30869 2.88232 0.093
C -3.44766 -4.40415 3.58701 -0.110
O -2.06630 -4.26168 3.41404 -0.189
C -1.50674 -4.69677 2.17926 -0.164
C -1.36111 -6.23597 2.09843 -0.160
O -0.10117 -6.54512 1.49827 -0.134
C -0.05748 -6.55026 0.07184 -0.176
C 1.26430 -7.06748 -0.47418 -0.203
O 1.36541 -8.42485 -0.07680 -0.166
C 2.33552 -9.18422 -0.79651 -0.100
H -3.60313 -4.03203 4.59966 0.074
H -3.83459 -5.41943 3.49983 0.096
H -4.04198 -3.85370 2.85771 0.071
H -0.53894 -4.22195 2.34050 0.118
H -1.97364 -4.30677 1.27482 0.091
H -2.12717 -6.87483 1.65899 0.120
H -1.44194 -6.70987 3.07669 0.124
H -0.21046 -5.55714 -0.35055 0.109
H -0.82836 -7.22999 -0.29122 0.131
H 2.06043 -6.42327 -0.10099 0.122
H 1.26859 -6.97145 -1.55993 0.095
H 3.33653 -8.93748 -0.44270 0.085
H 2.24220 -9.12177 -1.88071 0.079
H 2.16397 -10.23940 -0.58376 0.084
C -2.00227 -1.75074 -0.61840 -0.089
O -2.40735 -0.59772 0.11231 -0.181
C -1.92072 -0.40962 1.40041 -0.175
C -0.58378 0.36588 1.30519 -0.110
O -0.66982 1.77247 0.86026 -0.150
C 0.45897 2.60921 0.93282 -0.172
C 1.70032 2.05664 0.27037 -0.152
O 2.25167 0.91710 0.98474 -0.197
C 3.44360 0.37284 0.37786 -0.071
H -0.92886 -1.72450 -0.80602 0.073
H -2.55494 -1.84213 -1.55344 0.069
H -2.02993 -2.68347 -0.05507 0.066
H -1.79391 -1.35774 1.92299 0.128
H -2.52432 0.29663 1.97047 0.107
H 0.06233 -0.16283 0.60440 0.115
H -0.14940 0.24123 2.29710 0.117
H 0.59133 2.71567 2.00950 0.123
H 0.33986 3.62366 0.55227 0.105
H 2.46628 2.82741 0.35585 0.103
H 1.59211 1.86862 -0.79782 0.126
H 3.12148 -0.16075 -0.51635 0.090
H 3.93208 -0.40799 0.96078 0.071
H 4.20693 1.10406 0.11187 0.072
C 4.11921 3.55519 -2.16932 -0.061
O 3.35780 2.35863 -2.55458 -0.238
C 4.27734 1.35424 -3.05122 -0.176
C 3.58042 0.39562 -4.05464 -0.109
O 3.17803 1.00144 -5.34250 -0.116
C 2.46721 2.21352 -5.27068 -0.200
C 2.19409 2.69154 -6.69824 -0.188
O 1.38302 1.64852 -7.20693 -0.196
C 0.85114 1.99120 -8.48330 -0.101
H 4.19488 4.19063 -3.05170 0.094
H 4.94534 3.29418 -1.50789 0.067
H 3.51766 4.19301 -1.52169 0.065
H 4.56878 0.78959 -2.16560 0.101
H 5.12664 1.89900 -3.46357 0.106
H 2.77344 -0.16839 -3.58689 0.118
H 4.37569 -0.33041 -4.22352 0.119
H 3.10192 3.00868 -4.87955 0.108
H 1.56077 2.14577 -4.66913 0.132
H 3.04238 2.93686 -7.33724 0.128
H 1.50016 3.53106 -6.65630 0.122
H 0.53823 1.10309 -9.03235 0.091
H 1.56001 2.57862 -9.06686 0.079
H 0.04650 2.71182 -8.33711 0.068
C -5.56967 -5.07810 -7.89119 -0.092
O -5.17611 -4.98897 -6.50417 -0.189
C -4.98432 -6.25393 -5.86459 -0.195
C -4.74752 -5.95429 -4.36406 -0.133
O -3.34996 -5.50145 -4.29623 -0.143
C -3.05542 -4.91071 -3.06255 -0.208
C -1.57147 -4.54278 -2.87056 -0.150
O -0.63613 -5.65295 -2.79707 -0.214
C -0.40361 -6.32499 -4.09312 -0.045
H -6.50591 -5.62798 -7.98698 0.079
H -4.89997 -5.66420 -8.52054 0.080
H -5.65460 -4.05145 -8.24740 0.088
H -4.15196 -6.79061 -6.31984 0.125
H -5.85705 -6.90695 -5.86059 0.117
H -4.96355 -6.81425 -3.73011 0.124
H -5.45897 -5.20940 -4.00758 0.120
H -3.30065 -5.67422 -2.32430 0.123
H -3.66066 -4.04056 -2.80835 0.108
H -1.59326 -3.97221 -1.94208 0.096
H -1.26915 -3.80174 -3.61054 0.117
H 0.31036 -7.13615 -3.95042 0.081
H -0.11401 -5.61982 -4.87221 0.087
H -1.37304 -6.72373 -4.39199 0.072
C -2.21523 -0.82380 -4.19040 -0.093
O -2.74912 0.31818 -4.84947 -0.165
C -2.43470 0.32279 -6.18459 -0.211
C -2.75895 1.72849 -6.82239 -0.162
O -1.88181 2.76355 -6.49894 -0.160
C -2.35781 4.06875 -6.29690 -0.182
C -3.01048 4.54384 -7.56567 -0.180
O -4.38219 4.03828 -7.67952 -0.203
C -4.96534 4.27939 -8.98558 -0.092
H -1.67379 -1.50801 -4.84369 0.087
H -3.02537 -1.41405 -3.76219 0.067
H -1.63346 -0.59648 -3.29710 0.077
H -3.02681 -0.48196 -6.62034 0.125
H -1.38870 0.09704 -6.39202 0.120
H -3.71088 2.03668 -6.39001 0.122
H -2.80390 1.67917 -7.91035 0.125
H -1.57709 4.78984 -6.05479 0.132
H -2.99483 4.05921 -5.41246 0.125
H -2.36469 4.25786 -8.39589 0.123
H -3.05042 5.63311 -7.56519 0.122
H -5.94354 3.80433 -9.06017 0.085
H -4.37500 3.79749 -9.76492 0.075
H -4.93322 5.34169 -9.22760 0.081